Record 1
Below is a 14-piece molecular cluster, C19H49BrFN13O29 overall at a distorted geometry, with properties calculated with ωB97M-V with the def2-TZVPD basis set.

Results
- Gap between HOMO and LUMO: 9.14 eV
- HOMO energy: -9.70 eV

```
112
Properties=species:S:1:pos:R:3:forces:R:3
O 1.2084 2.6806 1.9426 -0.98 -6.05 -6.63
C 1.0399 1.7959 0.9239 0.20 6.19 4.90
Br 1.4734 -0.1221 1.3399 -0.40 1.70 -0.70
C 0.4857 2.3710 -0.5101 0.37 -0.22 -0.22
C 1.0332 1.5597 -1.8321 -1.71 -0.25 -0.36
O 1.6796 2.5226 -2.7364 1.10 -2.02 1.55
C 3.1473 2.4655 -2.6650 0.90 0.06 0.05
C 3.7155 2.1672 -4.1745 -1.31 -0.90 0.10
O 4.4503 3.2793 -4.7967 2.07 -0.62 2.50
C 5.6186 3.6940 -4.0032 -0.77 0.67 -0.94
F 5.2338 4.9978 -3.3532 0.95 -2.47 -0.89
H 0.8438 3.4940 -0.5979 -0.53 -2.43 0.44
H -0.6964 2.4025 -0.5399 2.55 -0.37 0.47
H 0.0719 1.1551 -2.4135 2.12 0.94 1.26
H 1.6726 0.6058 -1.5844 -0.94 2.09 -0.38
H 3.5084 3.4789 -2.1912 -0.46 -1.83 -1.28
H 3.5701 1.6060 -1.9703 -1.26 1.61 -1.30
H 2.7618 1.9635 -4.8618 2.17 0.66 1.52
H 4.3075 1.1431 -4.1578 -0.83 2.40 -0.10
H 6.5152 3.9616 -4.7346 -2.10 -0.51 1.60
H 5.9417 2.9441 -3.1647 -0.86 1.52 -1.57
C -3.5556 0.1107 1.2845 -0.20 0.18 0.08
N -2.4922 0.2195 0.2496 0.60 -0.03 -0.51
O -2.5138 1.2164 -0.4816 0.20 -1.41 0.74
O -1.6658 -0.6991 0.2004 -1.09 1.47 -0.17
H -4.2088 0.9830 1.2130 0.24 -0.21 -0.08
H -4.1144 -0.8065 1.0875 0.19 0.21 0.07
H -3.0646 0.0754 2.2591 -0.05 -0.13 -0.21
C -4.5862 -4.1511 2.7623 0.25 -0.34 -0.09
N -4.9841 -2.7240 2.6257 -0.35 0.49 -0.14
O -5.5240 -2.3858 1.5659 0.70 -0.17 1.61
O -4.7431 -1.9834 3.5862 -0.43 -0.71 -1.40
H -4.8568 -4.6825 1.8474 -0.01 0.26 0.22
H -3.5059 -4.1784 2.9188 -0.17 0.12 0.03
H -5.1225 -4.5620 3.6200 0.35 0.20 -0.23
C -8.2853 -2.6569 4.5799 -0.16 0.18 0.17
N -8.1610 -4.1085 4.2782 -0.70 -0.81 0.24
O -9.0371 -4.8570 4.7268 1.63 0.87 -0.95
O -7.1872 -4.4557 3.5996 -1.52 0.09 0.77
H -9.1828 -2.4966 5.1811 0.25 -0.18 -0.16
H -7.3924 -2.3576 5.1326 -0.13 0.00 -0.23
H -8.3593 -2.1277 3.6277 0.17 -0.12 0.11
C 8.4312 5.7127 -1.7376 -0.25 0.25 0.18
N 8.5555 4.2611 -2.0393 -0.11 -0.84 -0.04
O 7.6794 3.5126 -1.5908 1.42 0.78 -0.78
O 9.5292 3.9139 -2.7179 -1.38 0.23 0.90
H 7.5337 5.8730 -1.1364 0.24 -0.16 -0.14
H 9.3240 6.0120 -1.1849 -0.10 -0.07 -0.22
H 8.3572 6.2420 -2.6898 0.14 -0.13 0.15
C 4.0319 2.9170 3.8361 -0.19 -0.35 0.18
N 5.4748 2.7407 3.5186 0.78 -0.10 -0.28
O 6.2430 2.5426 4.4670 -0.71 0.27 -1.38
O 5.7954 2.8062 2.3261 -0.20 -0.11 1.75
H 3.8954 2.8358 4.9166 0.20 -0.01 -0.53
H 3.7356 3.9070 3.4834 0.02 -0.30 0.00
H 3.4818 2.1292 3.3175 0.10 0.25 -0.12
C -9.3856 -5.9610 0.6908 0.12 -0.33 -0.06
N -9.1488 -4.5435 0.3058 0.24 0.98 -0.32
O -8.2875 -4.3269 -0.5546 -1.25 -0.03 1.21
O -9.8341 -3.6882 0.8784 1.11 -1.08 -0.88
H -8.7170 -6.6010 0.1112 -0.14 0.28 0.08
H -9.1765 -6.0518 1.7587 -0.16 0.09 -0.14
H -10.4294 -6.1927 0.4692 0.16 0.12 0.16
C -6.7728 -4.4552 -3.8454 -0.25 0.24 0.15
N -6.6484 -5.9069 -4.1471 -0.05 -0.96 -0.19
O -7.5245 -6.6554 -3.6985 1.37 0.80 -0.76
O -5.6747 -6.2540 -4.8256 -1.45 0.26 0.95
H -7.6702 -4.2949 -3.2442 0.24 -0.17 -0.14
H -5.8799 -4.1559 -3.2927 -0.11 -0.07 -0.21
H -6.8467 -3.9260 -4.7975 0.14 -0.16 0.14
C 4.1704 -3.0124 -3.7264 0.02 -0.30 -0.17
N 3.7725 -1.5853 -3.8631 -0.40 0.86 -0.39
O 3.2326 -1.2471 -4.9229 0.78 -0.23 1.70
O 4.0134 -0.8448 -2.9025 -0.42 -0.90 -1.31
H 3.8998 -3.5438 -4.6413 0.02 0.27 0.20
H 5.2507 -3.0397 -3.5699 -0.22 0.05 0.12
H 3.6341 -3.4234 -2.8687 0.20 0.15 -0.07
C -8.3115 -7.6280 -7.6371 0.01 -0.31 -0.16
N -8.7095 -6.2008 -7.7737 -0.35 1.00 -0.30
O -9.2493 -5.8626 -8.8335 0.78 -0.25 1.67
O -8.4685 -5.4603 -6.8132 -0.39 -0.86 -1.40
H -8.5822 -8.1594 -8.5520 0.02 0.27 0.19
H -7.2312 -7.6552 -7.4806 -0.22 0.05 0.15
H -8.8479 -8.0389 -6.7794 0.22 0.15 -0.05
C -4.3869 -0.4529 7.3118 0.25 0.23 -0.16
N -5.8061 -0.8755 7.1667 -0.96 -0.28 -0.04
O -6.4349 -0.4257 6.2017 0.63 -0.75 1.37
O -6.2489 -1.6469 8.0258 0.48 1.10 -1.41
H -4.1334 0.2214 6.4910 -0.19 -0.21 0.17
H -4.2914 0.0565 8.2728 -0.02 -0.23 -0.12
H -3.7698 -1.3530 7.2760 -0.16 0.14 0.13
C 5.2603 5.2308 7.1346 0.25 0.12 0.21
N 3.8384 5.4255 6.7422 -1.10 0.52 0.08
O 3.1978 6.2931 7.3473 0.78 -1.41 -1.09
O 3.4053 4.7019 5.8378 0.35 1.35 1.49
H 5.5043 5.9303 7.9370 -0.20 -0.14 -0.23
H 5.3695 4.1993 7.4759 0.00 0.14 -0.24
H 5.8749 5.4250 6.2533 -0.14 -0.20 0.11
C 4.1684 5.7302 -0.0336 -0.31 -0.12 -0.15
N 5.0139 6.9111 0.2894 0.32 0.98 0.05
O 4.6604 8.0032 -0.1704 0.77 -1.49 0.80
O 6.0086 6.7084 0.9955 -1.20 0.45 -0.98
H 3.3330 6.0539 -0.6581 0.29 0.04 0.15
H 4.7945 5.0132 -0.5685 -0.04 0.08 0.20
H 3.8068 5.3159 0.9097 0.21 -0.01 -0.15
C 10.9655 1.1096 -2.4716 -0.24 0.19 0.16
N 11.0898 -0.3420 -2.7733 0.07 -1.03 -0.15
O 10.2137 -1.0905 -2.3247 1.33 0.82 -0.75
O 12.0635 -0.6892 -3.4519 -1.45 0.30 0.97
H 10.0680 1.2699 -1.8704 0.22 -0.14 -0.22
H 11.8583 1.4089 -1.9189 -0.09 -0.06 -0.24
H 10.8915 1.6389 -3.4238 0.12 -0.10 0.22
```
Forces are in eV/Å.

=====

Record 2
Below is C19H49CuO18S5 as an isolated structure at a distorted geometry, with properties calculated with ωB97M-V with the def2-TZVPD basis set.

Results
- Charge: -1
- 2S+1: 2
- Gap between HOMO and LUMO (spin up / spin down): 3.82 / 3.80 eV
- ΔE to the lowest compared entry with this formula, charge and spin: 22.2 kJ/mol
- HOMO energy (spin up / spin down): -2.18 / -2.16 eV

```
92
Properties=species:S:1:pos:R:3:forces:R:3
Cu 4.9059 -24.2009 24.1225 -0.81 -0.39 2.01
C 5.3448 -21.6244 27.0737 0.54 0.86 0.33
C 5.7161 -23.0868 26.9481 -0.24 -0.83 -0.83
O 4.7554 -23.8285 26.3035 0.50 0.15 -0.21
H 5.0815 -21.2093 26.0992 0.03 0.02 0.04
H 6.1985 -21.0681 27.4995 0.03 0.11 -0.23
H 4.5248 -21.4265 27.7710 -0.23 -0.38 -0.14
H 6.0129 -23.4129 27.9746 -0.46 -0.34 0.17
H 6.6873 -23.1916 26.4147 0.21 0.50 -0.05
O 1.6614 -27.1262 26.5738 0.06 -0.44 -1.58
C 1.4627 -27.1873 25.2186 -1.77 0.80 1.86
C 2.7531 -27.0506 24.3630 3.72 0.87 0.60
O 3.4511 -25.9046 24.5807 -1.36 -1.16 -1.02
H 0.8280 -26.3267 24.9378 0.30 0.35 -0.15
H 0.8378 -28.0437 24.9249 0.46 -0.68 -0.19
H 2.5906 -27.3552 23.3023 -0.88 0.37 -0.24
H 3.4124 -27.8904 24.6871 -0.40 -0.48 0.25
O 8.5791 -27.0787 23.3337 -0.92 0.59 0.07
S 7.1812 -26.9755 23.7162 -0.42 -1.92 0.34
O 6.6035 -25.8623 24.4127 1.03 -0.85 -1.30
O 6.2637 -27.3430 22.4042 0.39 1.16 1.03
C 6.7021 -28.3571 21.4929 -0.07 0.04 0.47
C 5.5182 -29.2408 21.2474 -0.96 -0.55 -0.49
C 6.7580 -28.4400 24.6875 -0.29 0.34 0.25
H 7.5128 -28.9515 21.9215 0.17 0.28 -0.10
H 7.0259 -27.8356 20.5908 0.23 -0.20 0.00
H 4.6866 -28.7049 20.7809 0.20 0.09 -0.17
H 5.0567 -29.6594 22.1435 0.43 0.10 0.27
H 5.7792 -30.0860 20.6031 0.05 0.13 -0.05
H 6.6011 -29.3524 24.1155 0.11 0.25 -0.42
H 5.8136 -28.1459 25.1502 0.05 -0.12 0.12
H 7.5140 -28.6642 25.4371 0.07 0.41 0.03
O 7.2108 -25.0816 20.7114 -0.86 0.62 -0.25
S 5.8537 -24.5843 20.7025 -0.01 0.18 -0.11
O 5.1320 -24.3285 21.9070 0.48 -0.08 -0.92
O 5.7421 -23.1786 19.8632 -0.12 -1.23 0.74
C 6.2827 -23.0908 18.5584 0.34 1.52 -0.69
C 5.6525 -21.8546 17.9194 -0.15 0.07 -0.26
C 4.8827 -25.6487 19.6436 0.36 -0.16 0.10
H 6.1041 -23.9335 17.8880 -0.06 -0.37 0.47
H 7.3538 -22.8814 18.6136 0.08 -0.46 0.16
H 6.1859 -21.6099 16.9974 0.02 -0.03 0.03
H 5.7019 -20.9829 18.5724 0.15 -0.11 0.12
H 4.6029 -21.9928 17.6509 0.00 -0.18 0.12
H 5.5282 -26.0063 18.8429 -0.06 0.06 -0.05
H 4.0220 -25.1090 19.2623 -0.02 0.08 0.13
H 4.5690 -26.5023 20.2427 0.01 0.13 0.16
O 8.6606 -21.4051 24.2352 -0.46 -0.26 -0.94
S 8.2129 -22.5403 23.4633 0.31 -0.87 0.54
O 6.9926 -23.2321 23.7801 1.34 1.07 -0.70
O 8.1822 -22.2055 21.8460 -0.25 -0.45 1.30
C 8.7312 -20.9937 21.3694 0.21 1.29 -0.39
C 10.2184 -20.7865 21.6011 0.14 -0.43 -0.38
C 9.5565 -23.7484 23.4868 -1.01 0.39 -0.70
H 8.1942 -20.1233 21.7539 -0.18 -0.24 0.31
H 8.5295 -20.9821 20.2939 -0.01 -0.34 0.04
H 10.4372 -20.5564 22.6410 0.06 0.00 -0.04
H 10.5654 -19.9851 20.9455 -0.10 0.21 0.20
H 10.7869 -21.6633 21.2761 -0.04 -0.07 0.18
H 9.7722 -23.9585 24.5286 0.10 0.03 0.02
H 10.3747 -23.3187 22.9156 0.20 0.01 0.31
H 9.1736 -24.6259 22.9664 0.08 -0.07 0.14
O 2.7593 -23.6351 23.1100 -0.91 0.52 -1.02
S 1.7124 -23.5104 22.1561 1.20 -0.97 -0.46
O 0.7274 -22.4760 22.2440 -0.18 0.16 -0.18
O 2.4336 -23.3933 20.6376 -0.80 -0.03 1.48
C 1.5582 -23.0125 19.5812 0.53 0.14 -1.31
C 1.4258 -24.1327 18.5554 0.47 -0.43 -0.12
C 0.9284 -25.0957 21.9815 -0.11 0.47 0.82
H 2.0754 -22.1824 19.0876 -0.34 0.22 0.12
H 0.5691 -22.6835 19.8962 0.17 0.03 0.41
H 2.3187 -24.2717 17.9369 0.19 0.25 0.24
H 0.6390 -23.9465 17.8231 -0.28 -0.04 0.31
H 1.2985 -25.0874 19.0701 -0.42 0.01 -0.12
H 0.4932 -25.2373 22.9740 -0.07 -0.17 -0.07
H 1.6955 -25.8536 21.8520 0.03 0.06 -0.16
H 0.1427 -25.0724 21.2318 0.12 -0.01 -0.13
O 5.9231 -19.7757 22.9438 -0.38 -0.28 -0.15
S 4.6781 -20.4821 23.1170 -0.82 0.57 -0.16
O 4.6247 -21.8060 23.6279 0.00 1.03 -0.04
O 3.7173 -19.5451 24.0682 0.63 -1.10 -0.87
C 3.6798 -18.1614 23.7630 0.27 1.06 0.82
C 2.9328 -17.4718 24.9116 -0.30 -0.13 -0.86
C 3.7208 -20.4282 21.5698 0.57 0.33 0.56
H 3.1561 -17.9265 22.8312 -0.09 -0.41 -0.10
H 4.6848 -17.7467 23.6585 0.12 -0.29 0.11
H 3.1799 -17.8526 25.8979 0.24 -0.11 -0.08
H 1.8730 -17.6431 24.7167 -0.09 0.12 0.39
H 3.1264 -16.3998 24.8623 -0.05 0.02 0.08
H 2.6705 -20.4920 21.8449 -0.01 -0.28 -0.04
H 4.0567 -21.2583 20.9520 -0.07 -0.14 0.12
H 3.9151 -19.4837 21.0627 0.06 0.01 0.08
```
Forces are in eV/Å.

=====

Number 1: energy -171965.0119 eV. Number 2: energy -156160.6626 eV.